Formula: C28H28Br2F6N8O5S2Ti
Source: the Open Molecules 2025 dataset
Level of theory: the ωB97M-V functional and the def2-TZVPD basis

Positions of all 80 atoms, in Å:
Ti (0.01, 0.60, -0.70)
C (-2.50, 0.64, 1.04)
C (-1.90, -0.72, 1.47)
N (-0.44, -0.75, 1.29)
C (0.32, -0.48, 2.51)
C (1.59, 0.25, 2.12)
N (1.27, 1.25, 1.11)
C (0.64, 2.51, 1.57)
C (-0.86, 2.36, 1.74)
N (-1.45, 1.59, 0.62)
H (-3.16, 0.50, 0.19)
H (-3.08, 1.09, 1.85)
H (-2.16, -0.96, 2.50)
H (-2.33, -1.50, 0.84)
H (-0.18, -1.67, 0.92)
H (-0.28, 0.13, 3.18)
H (0.56, -1.41, 3.05)
H (2.09, 0.69, 2.99)
H (2.28, -0.46, 1.65)
H (2.11, 1.53, 0.61)
H (1.10, 2.87, 2.49)
H (0.83, 3.25, 0.78)
H (-1.11, 1.86, 2.68)
H (-1.31, 3.35, 1.78)
H (-1.92, 2.27, -0.01)
Br (4.42, -6.85, 1.72)
C (3.77, -6.42, 0.00)
C (4.67, -6.14, -1.01)
C (4.20, -5.87, -2.28)
C (2.83, -5.83, -2.53)
C (1.93, -6.11, -1.50)
C (2.40, -6.41, -0.24)
N (2.43, -5.69, -3.91)
N (1.56, -4.90, -4.29)
C (0.93, -3.95, -3.40)
C (-0.43, -3.97, -3.28)
C (-1.13, -3.03, -2.51)
C (-0.45, -2.02, -1.87)
O (-0.98, -1.05, -1.16)
C (0.97, -1.97, -2.02)
N (1.54, -0.87, -1.46)
C (2.83, -0.67, -1.64)
C (3.63, -1.56, -2.37)
C (3.06, -2.66, -2.96)
C (1.68, -2.90, -2.80)
H (5.73, -6.16, -0.81)
H (4.88, -5.71, -3.11)
H (0.86, -6.10, -1.70)
H (1.71, -6.64, 0.56)
H (-0.98, -4.74, -3.81)
H (-2.21, -3.07, -2.45)
H (3.24, 0.25, -1.24)
H (4.68, -1.34, -2.50)
H (3.66, -3.33, -3.57)
F (-2.64, 0.56, -4.09)
C (-3.16, 1.35, -3.15)
F (-3.66, 0.57, -2.18)
F (-4.18, 2.03, -3.69)
S (-1.87, 2.57, -2.52)
O (-1.00, 1.34, -2.01)
O (-2.63, 3.10, -1.37)
N (0.05, 3.80, -1.85)
S (1.35, 3.17, -2.02)
O (2.64, 3.75, -1.73)
O (1.46, 1.73, -1.30)
C (1.58, 2.51, -3.78)
F (0.70, 3.10, -4.60)
F (1.36, 1.18, -3.87)
F (2.81, 2.74, -4.26)
Br (3.35, -4.63, 4.74)
C (2.30, -4.21, 3.24)
C (2.87, -3.57, 2.15)
C (2.05, -3.27, 1.08)
N (0.75, -3.55, 1.04)
C (0.23, -4.19, 2.08)
C (0.96, -4.55, 3.21)
H (3.92, -3.32, 2.14)
H (2.46, -2.77, 0.20)
H (-0.83, -4.43, 2.03)
H (0.49, -5.07, 4.03)

The calculation puts the strongest force on any atom at 0.01152 Eh/bohr. The HOMO energy is -7.87 eV. For the energy relative to the best compared isomer or geometry (same formula, charge and spin), the calculation gives 0.6 kcal per mole. The LUMO energy is -0.038 hartree. The calculation puts the total energy at -252824.9483 eV. For the frontier orbital gap, the calculation gives 6.83 eV. For the molecular weight, the calculation gives 942.38 g mol⁻¹. As for the multiplicity: 1.


Formula: C28H28Br2F6N8O5S2Ti
Source: the Open Molecules 2025 dataset
Level of theory: the ωB97M-V functional and the def2-TZVPD basis

Positions of all 80 atoms, in Å:
Ti (0.74, -0.45, 0.54)
C (1.27, 1.06, -2.14)
C (2.44, 0.05, -2.14)
N (2.64, -0.55, -0.81)
C (3.84, -0.09, -0.07)
C (3.55, 0.17, 1.41)
N (2.25, 0.82, 1.58)
C (2.18, 2.25, 1.24)
C (1.90, 2.46, -0.24)
N (0.96, 1.45, -0.77)
H (0.38, 0.60, -2.57)
H (1.53, 1.92, -2.76)
H (3.37, 0.54, -2.46)
H (2.23, -0.74, -2.86)
H (2.69, -1.56, -0.90)
H (4.20, 0.83, -0.54)
H (4.65, -0.82, -0.15)
H (4.36, 0.77, 1.84)
H (3.52, -0.78, 1.95)
H (1.92, 0.73, 2.54)
H (3.10, 2.76, 1.52)
H (1.37, 2.66, 1.84)
H (2.82, 2.37, -0.82)
H (1.52, 3.47, -0.42)
H (0.01, 1.81, -0.72)
Br (0.98, 2.55, -5.97)
C (-0.70, 1.93, -5.35)
C (-1.34, 0.90, -6.01)
C (-2.56, 0.45, -5.54)
C (-3.11, 0.99, -4.38)
C (-2.46, 2.04, -3.73)
C (-1.26, 2.52, -4.22)
N (-4.43, 0.55, -4.01)
N (-4.74, 0.35, -2.82)
C (-3.74, 0.29, -1.81)
C (-3.97, 1.03, -0.66)
C (-3.01, 1.11, 0.35)
C (-1.82, 0.39, 0.21)
O (-0.84, 0.42, 1.12)
C (-1.63, -0.43, -0.92)
N (-0.44, -1.15, -0.94)
C (-0.28, -2.07, -1.93)
C (-1.21, -2.25, -2.92)
C (-2.37, -1.48, -2.97)
C (-2.60, -0.53, -1.94)
H (-0.90, 0.46, -6.90)
H (-3.10, -0.33, -6.05)
H (-2.90, 2.50, -2.85)
H (-0.76, 3.35, -3.74)
H (-4.89, 1.59, -0.59)
H (-3.17, 1.70, 1.23)
H (0.62, -2.67, -1.88)
H (-1.04, -3.01, -3.67)
H (-3.11, -1.65, -3.74)
F (-1.30, -4.21, 2.97)
C (-1.20, -2.89, 2.98)
F (-1.48, -2.43, 1.77)
F (-2.08, -2.39, 3.84)
S (0.52, -2.39, 3.52)
O (0.82, -1.15, 2.82)
O (0.46, -2.35, 4.94)
N (1.48, -3.54, 3.03)
S (2.13, -3.46, 1.61)
O (3.55, -3.32, 1.61)
O (1.39, -2.59, 0.69)
C (1.79, -5.13, 0.92)
F (0.49, -5.38, 0.89)
F (2.40, -6.06, 1.64)
F (2.26, -5.18, -0.33)
Br (-2.99, 2.46, 7.12)
C (-1.67, 2.12, 5.82)
C (-0.61, 1.28, 6.11)
C (0.34, 1.09, 5.11)
N (0.29, 1.66, 3.91)
C (-0.75, 2.45, 3.66)
C (-1.76, 2.72, 4.57)
H (-0.52, 0.78, 7.06)
H (1.18, 0.42, 5.30)
H (-0.80, 2.87, 2.66)
H (-2.58, 3.37, 4.32)

The calculation puts the strongest force on any atom at 0.02409 Eh/bohr. The HOMO energy (spin up / spin down) is -5.43 / -7.41 eV. For the energy relative to the best compared isomer or geometry (same formula, charge and spin), the calculation gives 3.8 kcal per mole. The LUMO energy (spin up / spin down) is 0.001 / -0.002 hartree. The calculation puts the total energy at -252825.6165 eV. For the frontier orbital gap (spin up / spin down), the calculation gives 5.45 / 7.36 eV. For the molecular weight, the calculation gives 942.38 g mol⁻¹. As for the multiplicity: 3.


Formula: C28H28Br2F6N8O5S2Ti
Source: the Open Molecules 2025 dataset
Level of theory: the ωB97M-V functional and the def2-TZVPD basis

Positions of all 80 atoms, in Å:
Ti (1.09, -0.58, -0.65)
C (3.82, 1.17, 2.25)
C (2.41, 1.74, 2.00)
N (1.96, 1.62, 0.63)
C (2.74, 2.42, -0.31)
C (3.03, 1.69, -1.62)
N (3.17, 0.24, -1.46)
C (4.49, -0.25, -1.05)
C (5.02, 0.28, 0.28)
N (4.18, 0.01, 1.44)
H (4.56, 1.97, 2.12)
H (3.87, 0.90, 3.31)
H (1.70, 1.22, 2.64)
H (2.42, 2.79, 2.34)
H (0.98, 1.87, 0.54)
H (2.24, 3.37, -0.55)
H (3.67, 2.70, 0.18)
H (2.18, 1.84, -2.29)
H (3.92, 2.13, -2.10)
H (3.01, -0.15, -2.38)
H (4.42, -1.34, -1.00)
H (5.24, 0.00, -1.81)
H (6.01, -0.17, 0.41)
H (5.20, 1.35, 0.20)
H (4.61, -0.69, 2.02)
Br (-4.56, 6.38, 2.98)
C (-5.08, 4.85, 2.00)
C (-5.91, 4.99, 0.91)
C (-6.29, 3.86, 0.20)
C (-5.80, 2.62, 0.56)
C (-4.99, 2.48, 1.68)
C (-4.62, 3.60, 2.40)
N (-6.29, 1.46, -0.14)
N (-5.51, 0.66, -0.68)
C (-4.10, 0.88, -0.74)
C (-3.50, 2.04, -1.16)
C (-2.12, 2.16, -1.32)
C (-1.27, 1.10, -1.04)
O (0.02, 1.14, -1.14)
C (-1.89, -0.14, -0.63)
N (-1.04, -1.18, -0.41)
C (-1.54, -2.34, -0.07)
C (-2.92, -2.56, 0.08)
C (-3.79, -1.53, -0.13)
C (-3.29, -0.26, -0.50)
H (-6.28, 5.97, 0.62)
H (-6.97, 3.94, -0.65)
H (-4.64, 1.50, 1.97)
H (-3.99, 3.51, 3.27)
H (-4.12, 2.90, -1.39)
H (-1.69, 3.09, -1.67)
H (-0.83, -3.14, 0.09)
H (-3.27, -3.55, 0.36)
H (-4.86, -1.66, -0.03)
F (0.22, -5.16, -1.75)
C (1.55, -5.17, -1.82)
F (2.03, -5.62, -0.66)
F (1.92, -6.00, -2.79)
S (2.21, -3.48, -2.12)
O (1.58, -2.70, -1.05)
O (3.63, -3.60, -2.04)
N (1.67, -3.19, -3.56)
S (0.99, -1.85, -4.02)
O (1.28, -1.57, -5.38)
O (1.16, -0.78, -3.06)
C (-0.82, -2.23, -3.98)
F (-1.15, -2.98, -5.03)
F (-1.13, -2.90, -2.87)
F (-1.51, -1.10, -4.01)
Br (0.96, -2.84, 5.88)
C (1.02, -2.23, 4.10)
C (1.96, -2.73, 3.22)
C (1.98, -2.24, 1.92)
N (1.13, -1.30, 1.49)
C (0.20, -0.85, 2.35)
C (0.12, -1.27, 3.66)
H (2.67, -3.49, 3.52)
H (2.70, -2.61, 1.20)
H (-0.50, -0.12, 1.96)
H (-0.64, -0.87, 4.32)

The calculation puts the strongest force on any atom at 0.01617 Eh/bohr. The HOMO energy (spin up / spin down) is -6.22 / -7.50 eV. For the energy relative to the best compared isomer or geometry (same formula, charge and spin), the calculation gives 7.9 kcal per mole. The LUMO energy (spin up / spin down) is -0.006 / -0.010 hartree. The calculation puts the total energy at -252825.4380 eV. For the frontier orbital gap (spin up / spin down), the calculation gives 6.06 / 7.24 eV. For the molecular weight, the calculation gives 942.38 g mol⁻¹. As for the multiplicity: 3.


Formula: C28H28BrClF4N4O8Y
Source: the Open Molecules 2025 dataset
Level of theory: the ωB97M-V functional and the def2-TZVPD basis

Positions of all 75 atoms, in Å:
Y (-0.41, -0.06, 0.13)
N (-0.25, 3.07, -3.26)
C (0.85, 2.19, -2.75)
C (1.94, 2.96, -2.05)
C (2.85, 1.96, -1.34)
N (2.10, 1.31, -0.27)
C (3.39, 0.92, -2.33)
C (2.32, 0.24, -3.19)
N (1.50, -0.64, -2.37)
C (1.41, 1.30, -3.84)
H (-1.04, 2.39, -3.56)
H (0.06, 3.65, -4.03)
H (-0.59, 3.66, -2.49)
H (0.34, 1.56, -2.03)
H (1.52, 3.66, -1.31)
H (2.52, 3.54, -2.77)
H (3.71, 2.51, -0.94)
H (1.86, 2.00, 0.44)
H (2.66, 0.62, 0.22)
H (3.96, 0.16, -1.79)
H (4.10, 1.42, -3.00)
H (2.83, -0.30, -4.00)
H (2.03, -1.41, -1.98)
H (0.73, -1.04, -2.89)
H (0.61, 0.81, -4.39)
H (2.00, 1.89, -4.55)
Br (-1.51, 1.90, 7.55)
C (-0.05, 1.40, 6.44)
C (1.21, 1.29, 7.00)
C (2.28, 0.92, 6.19)
C (2.08, 0.67, 4.84)
C (0.80, 0.79, 4.30)
C (-0.27, 1.15, 5.10)
C (0.58, 0.51, 2.83)
O (-0.60, 0.57, 2.40)
O (1.56, 0.23, 2.11)
H (1.35, 1.48, 8.06)
H (3.27, 0.83, 6.62)
H (2.89, 0.39, 4.19)
H (-1.26, 1.23, 4.65)
F (-4.06, -0.68, -3.92)
C (-2.76, -0.99, -3.92)
F (-2.62, -2.17, -3.31)
F (-2.39, -1.17, -5.21)
C (-1.91, 0.13, -3.27)
O (-1.97, 1.22, -3.89)
O (-1.28, -0.18, -2.25)
O (-2.29, 3.70, 0.94)
Cl (-1.21, 3.33, 0.10)
O (-0.02, 3.03, 0.86)
O (-0.91, 4.40, -0.84)
O (-1.54, 2.13, -0.68)
F (-6.44, -1.95, 1.77)
C (-5.19, -1.58, 1.38)
C (-4.12, -2.37, 1.73)
C (-2.85, -1.97, 1.32)
C (-2.61, -0.81, 0.56)
C (-3.75, -0.07, 0.23)
C (-5.04, -0.43, 0.63)
H (-4.28, -3.26, 2.32)
H (-2.01, -2.61, 1.61)
H (-3.66, 0.84, -0.35)
H (-5.91, 0.16, 0.37)
N (2.13, -7.47, 0.26)
C (1.78, -6.37, 0.23)
C (1.36, -4.99, 0.18)
C (2.02, -4.04, 0.95)
C (1.60, -2.71, 0.90)
C (0.54, -2.27, 0.09)
C (-0.08, -3.28, -0.68)
C (0.30, -4.61, -0.64)
H (2.84, -4.34, 1.59)
H (2.12, -2.00, 1.53)
H (-0.91, -3.02, -1.33)
H (-0.22, -5.36, -1.23)

As for the net charge: -1. The calculation puts the strongest force on any atom at 0.01637 Eh/bohr. The HOMO energy is -5.62 eV. For the energy relative to the best compared isomer or geometry (same formula, charge and spin), the calculation gives 0.0 kcal per mole. The LUMO energy is 0.073 hartree. The calculation puts the total energy at -146309.1839 eV. For the frontier orbital gap, the calculation gives 7.59 eV. For the molecular weight, the calculation gives 828.81 g mol⁻¹. As for the multiplicity: 1.


Formula: C28H28FeNOS
Source: the Open Molecules 2025 dataset
Level of theory: the ωB97M-V functional and the def2-TZVPD basis

Positions of all 60 atoms, in Å:
C (-6.15, 1.13, -2.22)
O (-5.51, -0.20, -2.21)
C (-4.13, -0.26, -2.16)
C (-3.56, -1.45, -1.62)
C (-2.26, -1.46, -1.13)
C (-1.48, -0.27, -1.17)
C (-0.20, -0.14, -0.38)
C (0.80, 0.74, -1.14)
C (1.87, 1.50, -0.56)
C (2.62, 2.20, -1.61)
C (1.98, 1.89, -2.87)
C (0.88, 0.97, -2.59)
Fe (2.55, 0.25, -1.87)
C (3.83, -0.83, -2.98)
C (2.77, -1.66, -2.43)
C (2.79, -1.51, -0.98)
C (3.86, -0.59, -0.64)
C (4.51, -0.17, -1.87)
C (-1.96, 0.81, -1.93)
C (-3.29, 0.86, -2.39)
H (-7.19, 0.86, -2.14)
H (-5.86, 1.77, -1.33)
H (-5.95, 1.66, -3.19)
H (-4.21, -2.31, -1.51)
H (-1.87, -2.39, -0.67)
H (0.28, -1.13, -0.19)
H (2.04, 1.53, 0.51)
H (3.43, 2.92, -1.46)
H (2.24, 2.33, -3.82)
H (0.20, 0.62, -3.34)
H (4.12, -0.77, -4.02)
H (2.14, -2.36, -2.98)
H (2.21, -2.09, -0.26)
H (4.17, -0.32, 0.37)
H (5.37, 0.49, -1.95)
H (-1.35, 1.72, -2.08)
H (-3.66, 1.78, -2.88)
C (-1.94, -1.14, 3.63)
S (-1.87, -1.08, 1.79)
C (-3.19, 0.15, 1.52)
C (-0.42, -0.03, 1.27)
C (0.63, -0.10, 2.39)
C (1.24, 1.06, 2.95)
C (2.53, 1.00, 3.53)
C (3.12, -0.27, 3.69)
C (4.49, -0.32, 4.13)
N (5.59, -0.41, 4.50)
C (2.41, -1.46, 3.39)
C (1.17, -1.34, 2.75)
H (-1.02, -1.63, 4.00)
H (-2.13, -0.16, 4.09)
H (-2.77, -1.84, 3.85)
H (-3.03, 0.74, 0.61)
H (-4.08, -0.44, 1.32)
H (-3.38, 0.81, 2.38)
H (-0.83, 1.02, 1.26)
H (0.77, 2.06, 2.83)
H (3.07, 1.94, 3.83)
H (2.89, -2.45, 3.59)
H (0.70, -2.26, 2.40)

As for the net charge: -1. The calculation puts the strongest force on any atom at 0.08660 Eh/bohr. The HOMO energy (spin up / spin down) is -1.03 / -2.99 eV. For the energy relative to the best compared isomer or geometry (same formula, charge and spin), the calculation gives 87.7 kcal per mole. The LUMO energy (spin up / spin down) is 0.063 / 0.061 hartree. The calculation puts the total energy at -78241.1307 eV. For the frontier orbital gap (spin up / spin down), the calculation gives 2.75 / 4.65 eV. For the molecular weight, the calculation gives 482.45 g mol⁻¹. As for the multiplicity: 5.


Formula: C28H28I2N3O2Pd
Source: the Open Molecules 2025 dataset
Level of theory: the ωB97M-V functional and the def2-TZVPD basis

Positions of all 64 atoms, in Å:
Pd (-0.11, -1.33, -0.11)
I (7.02, 0.78, -0.28)
C (5.18, -0.17, -0.72)
C (5.09, -1.55, -0.65)
C (3.89, -2.14, -0.97)
I (3.67, -4.23, -0.86)
C (2.70, -1.44, -1.36)
O (1.63, -2.05, -1.66)
C (2.85, 0.00, -1.35)
C (1.67, 0.88, -1.65)
N (0.78, 1.14, -0.50)
C (1.41, 1.68, 0.68)
C (1.77, 0.62, 1.70)
C (2.23, 0.97, 2.97)
C (2.65, -0.03, 3.83)
C (2.62, -1.34, 3.39)
C (2.14, -1.61, 2.12)
N (1.68, -0.65, 1.31)
C (4.07, 0.59, -1.07)
H (5.95, -2.14, -0.36)
H (1.05, 0.38, -2.40)
H (2.04, 1.82, -2.07)
H (0.03, 1.73, -0.80)
H (0.73, 2.40, 1.16)
H (2.33, 2.23, 0.44)
H (2.28, 2.01, 3.26)
H (3.00, 0.22, 4.83)
H (2.97, -2.15, 4.02)
H (2.09, -2.61, 1.74)
H (4.15, 1.67, -1.12)
C (-3.78, 4.75, -0.24)
C (-3.23, 3.42, -0.68)
C (-2.81, 3.21, -1.99)
C (-2.33, 1.99, -2.43)
C (-1.86, 1.86, -3.86)
C (-2.26, 0.90, -1.53)
C (-1.73, -0.38, -2.00)
O (-1.82, -1.47, -1.41)
C (-2.68, 1.10, -0.19)
C (-2.54, 0.02, 0.82)
C (-3.13, 2.35, 0.20)
H (-3.75, 5.47, -1.06)
H (-3.21, 5.16, 0.60)
H (-4.82, 4.65, 0.09)
H (-2.87, 4.04, -2.70)
H (-2.02, 2.80, -4.39)
H (-2.40, 1.07, -4.38)
H (-0.80, 1.63, -3.91)
H (-1.27, -0.36, -3.00)
H (-3.17, -0.84, 0.59)
H (-2.76, 0.38, 1.83)
H (-1.47, -0.38, 0.78)
H (-3.43, 2.49, 1.24)
C (-2.92, -3.85, 1.36)
C (-2.29, -3.16, 2.38)
C (-0.94, -2.88, 2.25)
N (-0.21, -3.24, 1.19)
C (-0.83, -3.91, 0.20)
C (-2.18, -4.23, 0.25)
H (-3.98, -4.08, 1.42)
H (-2.83, -2.85, 3.26)
H (-0.40, -2.35, 3.03)
H (-0.21, -4.22, -0.63)
H (-2.64, -4.76, -0.57)

As for the net charge: -1. The calculation puts the strongest force on any atom at 0.01254 Eh/bohr. The HOMO energy (spin up / spin down) is -3.09 / -3.09 eV. For the energy relative to the best compared isomer or geometry (same formula, charge and spin), the calculation gives 38.2 kcal per mole. The LUMO energy (spin up / spin down) is 0.089 / 0.089 hartree. The calculation puts the total energy at -57737.3964 eV. For the frontier orbital gap (spin up / spin down), the calculation gives 5.51 / 5.51 eV. For the molecular weight, the calculation gives 798.78 g mol⁻¹. As for the multiplicity: 1.